Record 1
Computed, not measured: a cluster of 10 separate species, C14H28Cl16O2 in total in a non-equilibrium geometry, with ωB97M-V/def2-TZVPD.

ORCA input file:
```
! wB97M-V def2-TZVPD RIJCOSX def2/J DEFGRID3
* xyz 0 1
H 3.75 0.26 2.06
Cl 2.52 2.50 0.93
H 1.62 4.48 1.54
Cl 1.64 -1.82 -1.07
O 4.48 0.15 -0.43
H -6.39 -2.10 0.03
H -3.12 -1.61 1.01
H -0.84 3.00 -3.83
H 2.74 3.84 2.82
C -4.95 -2.80 -3.42
H -1.24 1.47 0.34
C 3.60 1.44 -3.26
Cl 3.26 -4.36 -1.07
Cl 1.33 -1.05 2.78
H -0.29 0.04 0.46
C -1.62 2.56 -3.06
Cl -1.75 3.54 -1.66
H -5.28 2.14 2.92
C 3.21 -2.58 -0.82
C 1.62 -2.76 2.35
H 0.87 -3.29 2.78
Cl -6.71 -2.51 -3.49
Cl -5.55 -3.36 1.90
Cl -4.43 -3.98 -2.21
Cl 1.89 1.22 -3.54
H -7.56 -2.26 1.38
H -3.30 -2.21 -0.54
H 5.24 1.25 2.57
C -1.31 0.39 0.46
C 6.63 0.78 0.22
C -2.56 -1.70 0.03
H 1.61 -2.83 1.27
C 4.82 0.39 1.96
H 7.06 0.25 -0.67
H -4.66 3.87 2.87
H 6.60 1.79 -0.27
O -2.21 -0.16 -1.75
H -1.63 -2.29 0.22
C -4.47 2.80 2.70
H 3.80 0.74 -2.41
H -1.41 1.51 -2.81
Cl -4.18 2.56 0.89
H 5.36 -0.51 2.21
H 3.92 -2.09 -1.48
H -4.38 -1.87 -3.08
H 4.08 1.18 -4.14
H 7.31 0.81 1.11
Cl -6.04 -0.49 1.73
Cl -3.11 2.41 3.74
C 1.94 3.64 2.09
H -4.64 -3.12 -4.35
Cl 3.07 -3.57 2.95
C 5.22 0.40 0.47
C -2.12 -0.42 -0.57
Cl -3.19 2.41 -4.02
H -1.71 0.17 1.45
H 3.47 -2.38 0.23
C -6.48 -2.07 1.13
Cl 0.54 3.09 3.13
Cl 3.92 3.09 -2.77
*
```

structure (SMILES): CC(C)=O.CC(C)=O.ClCCl.ClCCl.ClCCl.ClCCl.ClCCl.ClCCl.ClCCl.ClCCl
Kohn-Sham gap: 9.969 eV
HOMO: -9.61 eV
E_LUMO: 0.36 eV



Record 2
Computed, not measured: a structure of composition C14H28ClINOP2W in a non-equilibrium geometry, with ωB97M-V/def2-TZVPD.

ORCA input file:
```
! wB97M-V def2-TZVPD RIJCOSX def2/J DEFGRID3
* xyz 3 3
O 0.01 2.76 -5.20
Cl -0.05 -2.97 -0.70
P -2.43 -0.09 -0.47
H -4.07 1.21 0.72
H -0.63 1.01 6.05
C -3.29 0.30 -2.03
H 4.38 0.06 -1.87
H 2.79 1.03 1.65
H -2.84 -2.48 -0.40
C 0.00 1.69 -5.65
H -0.35 -2.17 4.34
C 0.15 1.05 3.38
C -0.19 -1.29 3.72
C 0.09 0.85 2.01
H 0.91 0.02 -6.37
C 3.14 1.17 0.62
H 4.19 -1.65 0.06
C -0.01 0.61 -6.57
H 2.68 -2.51 -0.36
C -3.24 -1.60 0.12
H -0.27 -2.45 1.88
C 0.07 0.22 5.75
I 0.00 0.32 -2.96
H 3.10 1.19 -2.40
H -2.64 2.19 0.29
H 2.86 -1.77 1.25
H 2.96 -0.55 -2.78
H -3.07 -1.72 1.20
C -2.98 1.21 0.66
H -2.98 -0.40 -2.81
H -2.56 1.05 1.67
H -4.33 -1.53 -0.06
H 1.07 0.54 6.04
H -0.93 0.03 -6.37
W -0.02 -0.69 -0.59
P 2.42 -0.10 -0.46
H -3.06 1.32 -2.35
H -4.38 0.21 -1.87
C 3.29 0.18 -2.03
H 4.24 1.10 0.59
H 0.14 1.68 1.30
H -0.01 1.00 -7.60
H 0.30 2.06 3.74
H 2.84 2.16 0.26
C 3.10 -1.66 0.18
H -0.17 -0.68 6.32
C -0.17 -1.47 2.34
N -0.03 -0.41 1.48
C 0.00 -0.02 4.27
*
```

Kohn-Sham gap (alpha / beta): 6.072 / 7.770 eV
HOMO (alpha / beta): -17.08 / -18.38 eV
E_LUMO (alpha / beta): -11.01 / -10.61 eV
expectation value of S²: 2.02



Record 3
Computed, not measured: a structure of composition C14H28F3N3OSi2 in a non-equilibrium geometry, with ωB97M-V/def2-TZVPD.

ORCA input file:
```
! wB97M-V def2-TZVPD RIJCOSX def2/J DEFGRID3
* xyz 0 1
C -1.64 -4.43 3.58
H 0.21 0.07 -0.32
C 0.14 6.48 -1.37
H 1.92 3.80 -2.27
C -0.82 1.94 1.93
C 0.98 -3.04 1.24
H 1.18 4.61 -3.66
H -1.07 0.89 2.14
N 0.28 -2.18 0.54
H 0.27 1.03 -1.81
C -0.95 -3.63 2.54
H 2.84 -2.20 0.75
H 0.18 2.13 2.33
H 0.95 -4.49 2.79
C -1.63 -2.69 1.80
H -0.61 6.97 -0.75
H -1.91 5.41 -3.48
H -2.63 1.76 -1.63
H -2.67 -2.48 1.96
F 2.35 -6.03 -1.50
C 2.54 -5.43 -0.32
H 1.10 6.53 -0.85
H 1.62 -3.69 -1.05
C 0.38 1.08 -0.72
H 0.67 2.98 -3.23
H 3.49 -2.64 -1.51
C -2.59 1.83 -0.54
H -1.53 2.58 2.45
H -2.29 -3.81 4.18
C 2.41 -3.19 0.87
H -0.92 -4.98 4.17
H -2.20 3.72 -3.06
H 2.95 -3.72 1.65
F 3.67 -5.87 0.21
C -1.97 4.70 -2.64
H 0.23 7.03 -2.31
F 1.53 -5.82 0.49
H -2.26 -5.16 3.07
N -0.96 -2.05 0.88
N -0.45 3.90 -0.17
H -3.32 2.56 -0.21
C 0.36 -3.78 2.25
O 3.62 -3.55 -1.25
Si -0.85 2.31 0.06
C 2.52 -3.94 -0.48
C 0.98 3.94 -2.81
H -2.79 5.01 -1.99
H 1.40 1.36 -0.49
H -1.48 -1.35 0.33
Si -0.34 4.67 -1.67
H -2.90 0.84 -0.14
*
```

Kohn-Sham gap: 3.041 eV
HOMO: -5.75 eV
E_LUMO: -2.70 eV



Record 4
Computed, not measured: a structure of composition C14H28HgN3O3SSi in a non-equilibrium geometry, with ωB97M-V/def2-TZVPD.

ORCA input file:
```
! wB97M-V def2-TZVPD RIJCOSX def2/J DEFGRID3
* xyz -2 2
H -0.75 1.84 -2.11
C -2.72 2.07 0.44
C 1.49 -3.34 -0.82
H -1.81 1.19 -5.55
H -0.84 0.74 3.16
N -0.68 0.17 -1.38
C 2.97 0.12 2.13
N -1.15 0.10 -3.83
H 1.10 1.61 5.34
H -0.91 1.51 1.48
C -0.94 -3.40 -0.09
H 0.31 -0.97 -4.94
H 2.43 -2.78 -0.75
Hg -0.36 0.18 0.58
H 1.96 0.02 5.21
C 1.53 2.79 2.35
H -0.87 -1.32 -1.29
H -1.30 -3.52 -1.12
H 1.25 -3.41 -1.89
C -3.46 3.00 -0.26
H 0.02 -0.85 3.02
C 0.79 -2.32 1.35
H -1.72 2.14 -4.06
H -1.35 -1.12 -5.57
C 1.92 1.06 4.83
H 2.50 3.30 2.55
H 0.71 3.34 2.86
O 0.83 -1.05 1.46
H -2.94 1.74 1.45
H -0.83 -4.40 0.35
H 2.89 1.57 5.03
H 2.78 0.11 1.03
H 3.02 -0.92 2.51
C -0.02 0.19 2.65
C 0.37 -2.63 -0.07
C -1.54 2.09 -1.41
N -1.62 1.55 -0.21
H 3.94 0.63 2.33
O 0.21 -1.30 -0.59
H -4.35 3.53 0.04
Si 1.60 1.04 2.99
C -0.90 0.14 -2.51
H 1.34 2.78 1.26
H 1.66 -4.34 -0.43
H -0.88 -1.99 -4.10
O 1.00 -3.25 2.16
C -1.23 1.35 -4.64
H -1.72 -2.86 0.46
S -2.76 3.23 -1.81
C -0.74 -1.06 -4.66
H -0.22 1.69 -4.91
*
```

Kohn-Sham gap (alpha / beta): 2.308 / 3.556 eV
HOMO (alpha / beta): 2.39 / 1.12 eV
E_LUMO (alpha / beta): 4.70 / 4.67 eV
expectation value of S²: 1.60



Record 5
Computed, not measured: a structure of composition C14H29BeP2 in a non-equilibrium geometry, with ωB97M-V/def2-TZVPD.

ORCA input file:
```
! wB97M-V def2-TZVPD RIJCOSX def2/J DEFGRID3
* xyz -1 1
H 3.18 -1.62 -0.50
C -0.40 1.27 2.13
C 2.59 -0.59 1.93
H 1.03 0.39 3.57
H 2.25 0.62 0.18
H -0.20 3.91 -2.29
P -0.29 2.62 -1.68
H -2.11 2.45 2.75
C 0.08 0.93 3.54
H -2.50 0.73 2.55
C 2.10 -1.46 -0.40
P 0.03 0.09 0.75
H -0.19 -2.26 0.50
H 2.72 0.33 2.51
H 0.28 2.85 -0.38
H -1.04 -0.47 -5.85
H -2.64 -2.57 0.83
H -1.67 2.52 -1.37
H 2.03 2.12 -4.26
H 0.50 1.34 -6.12
C 1.86 -0.32 0.61
H -2.27 -1.45 -0.49
H 0.33 -1.83 3.00
H -0.55 -1.05 -1.64
H -1.35 -1.75 -3.86
H 0.23 1.88 4.08
C -0.77 -1.54 1.11
H -0.67 0.36 4.11
C -1.92 1.57 2.13
C -0.74 -0.85 -3.75
H 1.66 -2.40 -0.06
Be 0.42 0.97 -2.76
H -1.41 -1.45 3.19
H 0.13 2.18 1.81
C -0.67 -1.97 2.57
C -2.22 -1.58 0.59
H -2.85 -0.82 1.07
H -0.90 -3.04 2.62
H 2.09 -1.36 2.54
C 1.23 1.39 -4.10
H 3.59 -0.98 1.69
C -0.28 -0.48 -2.53
C 0.43 0.92 -5.10
H -2.30 1.79 1.12
H 1.70 -1.22 -1.39
C -0.50 -0.13 -4.95
*
```

Kohn-Sham gap: 3.949 eV
HOMO: -1.10 eV
E_LUMO: 2.85 eV



Record 6
Computed, not measured: a cluster of 2 separate species, C14H29BrNO5S in total in a non-equilibrium geometry, with ωB97M-V/def2-TZVPD.

ORCA input file:
```
! wB97M-V def2-TZVPD RIJCOSX def2/J DEFGRID3
* xyz -1 1
Br 0.74 0.19 -3.18
H 1.52 2.47 -0.11
H -1.59 -1.01 3.48
H 2.57 1.94 4.62
H -3.03 -0.43 4.32
C -1.34 0.69 -0.50
H 2.70 0.27 5.27
C 3.87 -1.08 -2.71
C -0.45 1.91 -0.78
C -1.95 -0.53 4.39
N -3.50 -0.42 -1.06
H -1.74 1.32 5.47
C 5.07 -1.77 -2.09
C 1.04 1.66 -0.65
C 3.88 0.44 -2.49
H 3.73 -1.36 -3.75
H -1.70 -1.20 5.22
H 4.89 0.71 -2.15
C -1.31 0.83 4.59
C -4.53 -0.44 -2.07
H -3.80 -2.41 -0.47
H -0.69 -0.18 -0.45
C -3.00 -1.78 -0.84
H -3.32 -0.87 -3.83
H -2.82 1.39 -1.88
O 1.04 -0.94 3.34
H 3.36 0.66 3.66
O -5.62 0.11 -1.85
H -4.29 -2.21 -3.26
H -1.94 -0.02 -2.43
H -2.59 -2.25 -1.74
C 2.58 0.88 4.38
H 2.99 -1.44 -2.18
H -1.48 1.48 3.73
H 5.12 -1.52 -1.03
O 0.10 0.75 4.86
H 3.71 1.00 -3.41
H 6.01 -1.42 -2.54
O 0.75 1.40 2.59
C 1.84 1.51 -1.94
H -0.70 2.39 -1.72
H -1.82 0.76 0.48
H 1.21 0.76 -0.04
S 1.05 0.46 3.61
H -5.06 -0.84 -4.07
C -2.39 0.45 -1.56
C -4.28 -1.13 -3.39
O 2.99 0.83 -1.48
H -2.20 -1.77 -0.10
H -0.71 2.64 -0.01
H 5.04 -2.85 -2.24
*
```

Kohn-Sham gap: 4.332 eV
HOMO: -2.13 eV
E_LUMO: 2.20 eV



Taking the records one at a time from the top gives molecular weight values of 795.6; 634.5; 367.6; 547.1; 268.3; 403.4 g/mol.